The following is a quantum chemistry calculation of C29H32F6N3O8PS3Si2W as an isolated structure, from the Open Molecules 2025 dataset.

Values from the calculation:
Energy, eV: -127126.5097
Expectation value of S²: 0.765
E_LUMO (spin up / spin down), eV: -4.03 / -3.99
Energy above the lowest of the compared OMol25 structures with the same formula, charge and spin, eV: 0.5832
Frontier orbital gap (spin up / spin down), eV: 6.583 / 6.802
Spin multiplicity: 2
Total charge: +1

```
85
C29H32F6N3O8PS3Si2W (ωB97M-V/def2-TZVPD)
W -0.87 0.04 0.78
S 0.91 1.31 3.14
S -4.46 -2.57 2.36
S 1.07 -2.09 2.07
P -2.30 3.40 2.06
Si 0.09 1.39 -1.34
Si 3.12 1.84 1.10
F -2.47 4.86 2.57
F -2.07 1.60 1.41
F -3.84 3.02 2.00
F -0.71 3.45 1.92
F -2.39 3.80 0.51
F -2.16 2.74 3.48
O -0.34 0.65 2.72
O -0.23 -2.55 2.53
O 0.84 -0.78 1.09
O 4.05 0.83 1.96
O 0.81 2.42 4.01
O 1.55 1.71 1.81
O -6.36 -0.41 -3.96
O -2.19 -5.28 -3.71
N -2.37 -1.00 1.47
N -2.64 0.19 -0.71
N -0.75 -1.55 -0.79
C 0.36 -3.36 -1.90
C 4.32 1.26 -1.16
C 1.95 0.95 -1.53
C 2.55 0.43 5.05
C 3.29 -0.51 5.76
C -4.22 -1.16 -1.88
C 3.33 -1.82 5.33
C 1.89 -1.27 3.47
C -1.97 -3.08 -2.18
C 0.36 -2.24 -1.10
C 4.63 0.80 -2.44
C -2.98 -0.97 -1.31
C 1.86 0.05 3.92
C 4.79 -0.33 1.60
C 0.01 3.26 -1.17
C 2.28 0.48 -2.80
C -0.84 -3.83 -2.42
C -5.14 -0.12 -1.90
C -0.88 -5.08 -3.25
C -4.74 1.09 -1.37
C -3.27 -1.68 1.86
C -0.76 0.94 -2.96
C -1.90 -1.94 -1.40
C 3.01 1.32 -0.68
C 3.64 3.59 1.38
C 2.64 -2.19 4.19
C -3.50 1.21 -0.78
C -6.49 -0.31 -2.56
C 3.59 0.38 -3.25
H 4.20 -1.23 1.79
H -4.48 -2.10 -2.34
H 5.69 -0.36 2.22
H -1.83 1.12 -2.94
H 1.28 -1.87 -0.68
H -6.92 -1.26 -2.23
H -3.20 2.14 -0.34
H -5.39 1.96 -1.37
H 3.45 3.88 2.42
H 3.10 4.28 0.73
H 0.45 3.63 -0.24
H 4.71 3.70 1.20
H 5.15 1.57 -0.53
H 1.30 -3.86 -2.10
H -0.17 -4.98 -4.07
H 3.90 -2.56 5.87
H 3.80 0.01 -4.25
H -0.60 -0.10 -3.27
H 2.49 1.46 5.39
H 1.51 0.19 -3.50
H -0.54 -5.91 -2.62
H -2.90 -3.38 -2.63
H -1.00 3.65 -1.23
H 5.07 -0.32 0.55
H -7.17 0.49 -2.26
H 5.66 0.77 -2.77
H 2.68 -3.22 3.85
H 3.82 -0.20 6.65
H -2.23 -6.08 -4.24
H -6.15 0.45 -4.33
H -0.36 1.58 -3.75
H 0.59 3.65 -2.01
```

Listed below, in e, are the Mulliken charges computed for each atom:
1 W 1.900
2 S 2.202
3 S -0.346
4 S 0.276
5 P 1.504
6 Si 1.060
7 Si 0.628
8 F -0.297
9 F -0.552
10 F -0.345
11 F -0.269
12 F -0.363
13 F -0.350
14 O -0.800
15 O -0.563
16 O -0.326
17 O -0.504
18 O -0.600
19 O 0.299
20 O -0.495
21 O -0.495
22 N -0.646
23 N 0.537
24 N 0.349
25 C -1.564
26 C -0.864
27 C 0.980
28 C -0.690
29 C -0.741
30 C -1.059
31 C -0.763
32 C 0.721
33 C -0.674
34 C -0.608
35 C -0.999
36 C 1.204
37 C -0.661
38 C -0.642
39 C -1.333
40 C -0.343
41 C 0.041
42 C 0.326
43 C -0.576
44 C -1.178
45 C 0.971
46 C -1.741
47 C 0.034
48 C 0.292
49 C -1.253
50 C -0.695
51 C -0.559
52 C -1.152
53 C -1.036
54 H 0.141
55 H 0.573
56 H 0.296
57 H 0.331
58 H 0.805
59 H 0.385
60 H 0.415
61 H 0.480
62 H 0.360
63 H 0.368
64 H 0.180
65 H 0.352
66 H 0.534
67 H 0.531
68 H 0.358
69 H 0.431
70 H 0.453
71 H 0.358
72 H 0.608
73 H 0.378
74 H 0.345
75 H 0.715
76 H 0.393
77 H 0.362
78 H 0.386
79 H 0.413
80 H 0.511
81 H 0.458
82 H 0.326
83 H 0.329
84 H 0.626
85 H 0.556

=====

The following is a quantum chemistry calculation of C29H32F9N5O6P3Tl as an isolated structure, from the Open Molecules 2025 dataset.

Values from the calculation:
Energy, eV: -107336.9447
E_LUMO (spin up / spin down), eV: -8.06 / -8.24
Energy above the lowest of the compared OMol25 structures with the same formula, charge and spin, eV: 0.2860
Frontier orbital gap (spin up / spin down), eV: 6.378 / 5.430
Spin multiplicity: 1
Total charge: +2

```
85
C29H32F9N5O6P3Tl (ωB97M-V/def2-TZVPD)
Tl -0.84 1.29 -1.09
P -3.07 -0.98 -2.23
P -0.27 -1.16 -3.69
P 2.47 0.76 -0.22
F 0.82 1.12 6.30
F 4.46 -4.96 -2.90
F -0.88 2.00 5.29
F 7.34 5.27 -0.85
F 7.34 4.34 -2.81
F 5.97 5.96 -2.38
F -0.71 -0.15 5.44
F 2.50 -5.57 -2.22
F 2.73 -4.57 -4.12
O 0.16 -0.25 -2.57
O 0.63 -2.19 -4.25
O -2.47 -0.50 -0.93
O -3.17 0.36 -3.13
O -0.92 -0.29 -4.90
O -4.31 -1.79 -2.30
N -5.45 0.30 2.03
N -3.17 0.93 1.81
N -3.96 -0.89 3.18
N -2.44 -2.66 -4.25
N -4.43 1.36 3.87
C 1.84 -1.87 -0.63
C 3.87 -2.24 -2.50
C 3.55 2.61 -1.92
C 1.90 -0.34 2.28
C 0.86 2.09 3.18
C 2.73 -0.83 -0.92
C 4.67 2.33 0.22
C -3.38 1.83 2.96
C 1.27 -0.27 3.52
C 5.52 3.87 -1.41
C 5.62 3.27 -0.16
C -1.78 -2.00 -3.06
C -5.69 1.25 3.14
C 4.50 3.55 -2.29
C 6.56 4.88 -1.86
C 3.17 -4.61 -2.87
C -1.37 -3.12 -2.09
C 0.73 0.94 3.95
C 3.01 -3.27 -2.18
C 0.00 0.98 5.26
C -4.10 0.01 4.33
C 1.99 -3.10 -1.25
C 1.47 2.02 1.94
C -4.45 0.80 1.09
C 1.96 0.80 1.48
C 3.74 -1.02 -1.88
C -5.22 -1.07 2.46
C 3.65 2.00 -0.67
C -2.88 -0.42 2.30
H -6.48 0.87 3.78
H -2.66 -1.95 -4.95
H -1.95 -0.41 2.88
H -4.89 -0.36 4.99
H 4.42 -0.21 -2.12
H -3.94 0.40 -3.71
H -6.01 -1.42 3.12
H 2.33 -1.28 1.95
H -4.33 0.10 0.26
H -4.77 1.77 0.72
H -3.16 0.03 4.87
H 1.54 2.91 1.33
H 2.75 2.34 -2.60
H 4.66 -2.40 -3.23
H -0.66 -3.80 -2.57
H -2.24 -3.67 -1.74
H -5.98 2.21 2.72
H -0.39 -0.41 -5.70
H 1.32 -3.92 -1.02
H 1.01 -1.72 0.05
H 4.44 4.03 -3.25
H -1.79 -3.33 -4.67
H -2.45 1.90 3.52
H -5.10 -1.72 1.60
H -3.31 -3.11 -3.95
H -2.78 -1.09 1.44
H 4.74 1.86 1.19
H 6.43 3.54 0.51
H 0.47 3.03 3.55
H -3.64 2.82 2.59
H 1.21 -1.15 4.14
H -0.88 -2.67 -1.23
```

Listed below, in e, are the Mulliken charges computed for each atom:
1 Tl 1.170
2 P 0.791
3 P 0.461
4 P 1.429
5 F -0.267
6 F -0.259
7 F -0.280
8 F -0.264
9 F -0.233
10 F -0.243
11 F -0.263
12 F -0.281
13 F -0.205
14 O -0.379
15 O -0.775
16 O -0.458
17 O -0.561
18 O -0.495
19 O -0.876
20 N 0.347
21 N 0.402
22 N 0.262
23 N -0.108
24 N 0.109
25 C -0.611
26 C -1.163
27 C -0.307
28 C -0.608
29 C -0.642
30 C 1.266
31 C -0.529
32 C -0.421
33 C -0.686
34 C 0.143
35 C -0.811
36 C 0.454
37 C -0.619
38 C -0.832
39 C 0.808
40 C 0.676
41 C -1.765
42 C 0.239
43 C 0.038
44 C 0.916
45 C -0.719
46 C -0.845
47 C -1.258
48 C -0.579
49 C 0.351
50 C -0.722
51 C -0.359
52 C -0.085
53 C -0.447
54 H 0.359
55 H 0.360
56 H 0.019
57 H 0.401
58 H 0.458
59 H 0.333
60 H 0.300
61 H 0.728
62 H 0.153
63 H 0.279
64 H 0.216
65 H 0.468
66 H 0.530
67 H 0.498
68 H 0.475
69 H 0.524
70 H 0.332
71 H 0.364
72 H 0.613
73 H 0.519
74 H 0.442
75 H 0.376
76 H -0.150
77 H 0.297
78 H 0.386
79 H 0.210
80 H 0.513
81 H 0.506
82 H 0.540
83 H 0.465
84 H 0.536
85 H 0.042

=====

The following is a quantum chemistry calculation of C29H33AsBrMnN5O8S as an isolated structure, from the Open Molecules 2025 dataset.

Values from the calculation:
Energy, eV: -227477.5829
Expectation value of S²: 0.794
E_LUMO (spin up / spin down), eV: -0.80 / -0.80
Energy above the lowest of the compared OMol25 structures with the same formula, charge and spin, eV: 0.3221
Frontier orbital gap (spin up / spin down), eV: 7.759 / 7.134
Spin multiplicity: 2

```
79
C29H33AsBrMnN5O8S (ωB97M-V/def2-TZVPD)
Br 0.26 -1.82 2.39
As 2.11 1.61 -2.53
Mn 1.02 0.00 -0.73
S -1.29 1.41 -2.83
O -3.18 -4.62 -4.70
O -2.59 -6.42 -3.55
O -2.37 0.78 -3.54
O 2.31 -0.05 -2.44
O 3.69 2.32 -2.87
O -0.37 0.40 -2.25
O 1.58 2.02 -1.00
O -1.68 2.44 -1.89
N -0.10 0.57 0.98
N -2.73 -1.84 -1.48
N -2.02 -1.53 -0.29
N 2.61 -0.33 0.47
N 1.21 -2.01 -0.86
C -0.27 3.44 -6.14
C -0.97 2.76 -5.15
C 3.09 -1.58 0.44
C -1.37 2.45 1.79
C 4.24 -1.94 1.12
C -0.15 -4.03 -1.06
C -4.19 -1.73 -1.43
C 2.28 -2.49 -0.35
C -1.06 0.53 3.17
C -4.66 -0.33 -1.01
C -4.74 -2.78 -0.47
C -4.67 -2.01 -2.85
C -0.29 2.22 -4.07
C -1.40 -4.41 -3.07
C 0.04 -2.49 -2.92
C -2.42 -5.25 -3.78
C -1.03 -4.80 -1.79
C 0.37 -2.87 -1.62
C 3.24 0.60 1.17
C 1.10 2.34 -3.99
C 4.39 0.31 1.90
C -0.34 -0.04 2.14
C -1.91 3.82 1.49
C -0.85 -3.27 -3.63
C 4.90 -0.98 1.87
C -0.61 1.80 0.83
C 1.79 3.01 -4.99
C -1.58 1.80 2.99
C 1.11 3.56 -6.06
H -2.82 4.02 2.06
H 5.79 -1.22 2.42
H -2.16 2.26 3.77
H 1.66 4.08 -6.84
H -2.04 2.64 -5.21
H -3.03 -3.67 -4.66
H 2.87 3.10 -4.92
H -4.39 -0.10 0.03
H -2.38 -1.22 -2.20
H -1.47 -5.70 -1.37
H -4.22 0.43 -1.66
H -2.13 3.91 0.42
H 4.35 1.70 -2.53
H 2.82 1.60 1.12
H 2.58 -3.53 -0.50
H -1.22 -0.03 4.09
H 0.11 -4.29 -0.04
H -1.98 -2.36 0.28
H 4.60 -2.96 1.07
H -1.09 -2.97 -4.65
H -5.83 -2.76 -0.46
H -0.41 2.27 -0.12
H -5.76 -1.97 -2.90
H -4.35 -3.01 -3.16
H -5.75 -0.25 -1.08
H -4.41 -3.78 -0.78
H 4.88 1.09 2.46
H 0.47 -1.58 -3.33
H -4.26 -1.28 -3.54
H -1.18 4.59 1.74
H -2.49 -0.80 0.25
H -0.80 3.86 -6.99
H -4.40 -2.61 0.55
```

Listed below, in e, are the Mulliken charges computed for each atom:
1 Br -0.091
2 As 1.439
3 Mn 0.466
4 S 1.713
5 O -0.525
6 O -0.579
7 O -0.752
8 O -0.863
9 O -0.710
10 O 0.393
11 O -0.723
12 O -0.713
13 N 0.596
14 N 0.274
15 N -0.251
16 N 0.863
17 N 0.679
18 C -0.689
19 C -0.716
20 C 0.147
21 C 0.529
22 C -1.097
23 C -0.137
24 C 1.524
25 C -0.104
26 C -0.696
27 C -1.673
28 C -1.916
29 C -1.564
30 C 0.334
31 C 0.470
32 C 0.034
33 C 0.431
34 C -1.120
35 C -0.625
36 C -0.354
37 C -0.457
38 C -0.929
39 C 0.076
40 C -1.494
41 C -0.914
42 C -0.348
43 C -0.731
44 C -0.808
45 C -0.603
46 C -0.582
47 H 0.409
48 H 0.441
49 H 0.444
50 H 0.399
51 H 0.527
52 H 0.327
53 H 0.497
54 H 0.445
55 H -0.063
56 H 0.420
57 H 0.224
58 H 0.301
59 H 0.310
60 H 0.546
61 H 0.463
62 H 0.468
63 H 0.505
64 H 0.259
65 H 0.517
66 H 0.522
67 H 0.480
68 H 0.487
69 H 0.479
70 H 0.279
71 H 0.473
72 H 0.366
73 H 0.448
74 H 0.464
75 H 0.247
76 H 0.302
77 H 0.093
78 H 0.400
79 H 0.312